(1)
{"formula": "C6H13O2", "method": "ωB97M-V with the def2-TZVPD basis set", "species": ["C", "O", "C", "C", "C", "C", "C", "H", "H", "H", "H", "H", "H", "H", "H", "H", "H", "H", "H", "H", "O"], "xyz": [[-1.069, 2.436, 0.520], [-0.846, 3.480, 1.395], [0.341, 1.577, 0.488], [0.452, 0.545, -0.686], [0.548, -0.791, 0.002], [1.495, -1.586, -0.374], [1.919, -2.823, 0.255], [-1.304, 2.836, -0.445], [-1.784, 1.629, 0.896], [1.063, 2.342, 0.400], [0.379, 1.201, 1.481], [-0.471, 0.618, -1.298], [1.304, 0.720, -1.365], [-0.130, -0.962, 0.791], [2.089, -1.234, -1.378], [1.440, -3.087, 1.181], [3.011, -2.711, 0.553], [1.879, -3.583, -0.439], [-1.402, -2.309, -0.999], [-2.468, -1.388, -1.688], [-2.369, -2.258, -1.259]], "atomic_forces_ev_per_a": [[0.91, -1.11, 1.42], [-0.25, -1.23, -0.42], [-1.66, 1.59, -1.44], [-1.48, 0.52, 1.07], [-0.27, 1.81, -1.52], [2.18, 0.25, -2.84], [2.47, 0.84, 1.69], [-0.24, -0.16, -0.87], [0.33, 1.26, -0.38], [1.14, 0.68, -0.09], [0.33, -0.79, 0.59], [0.35, -0.01, 0.20], [-0.34, 0.05, 0.54], [-0.54, -0.37, 0.99], [-1.19, -1.05, 2.65], [-0.68, -0.02, 0.19], [-1.05, -0.21, -0.46], [-0.07, -2.10, -1.34], [-1.63, 0.22, -0.52], [0.16, -0.57, 0.28], [1.53, 0.38, 0.23]], "mulliken_charge": [-0.3262, -0.3820, -0.9567, -0.2101, -0.4923, 0.1080, -1.3906, 0.3543, 0.2330, 0.4230, 0.4493, 0.2041, 0.3192, 0.5207, 0.1009, 0.3427, 0.3273, 0.3733, 0.3471, 0.3192, -0.6639], "fmax_ev_per_a": 3.587, "e_homo_ha": [-0.3587, -0.3588], "s_squared": 0.755, "lumo_ev": [0.81, -1.43], "multiplicity": 2, "e_above_lowest_ev": 1.995}


(2)
{"formula": "C8H13N5", "method": "ωB97M-V with the def2-TZVPD basis set", "species": ["C", "C", "C", "C", "C", "N", "C", "N", "N", "N", "C", "C", "N", "H", "H", "H", "H", "H", "H", "H", "H", "H", "H", "H", "H", "H"], "xyz": [[3.898, 0.132, 0.981], [2.794, 0.772, 1.165], [1.754, 1.597, 1.249], [0.548, 1.428, 0.534], [-0.453, 2.516, 0.561], [0.317, 0.353, -0.122], [-0.166, -0.021, -1.264], [0.218, 0.507, -2.413], [-0.915, -1.277, -1.394], [-1.563, -1.735, -0.216], [-2.943, -1.211, -0.131], [-1.047, -2.577, 0.581], [-0.571, -3.184, 1.419], [4.430, -0.513, 1.606], [4.387, 0.379, -0.002], [1.862, 2.512, 1.928], [-1.409, 2.354, 0.104], [0.104, 3.414, 0.347], [-0.576, 2.493, 1.762], [-0.355, 0.336, -3.231], [1.135, 0.915, -2.603], [-1.224, -1.669, -2.280], [-2.797, -0.192, -0.122], [-3.470, -1.628, -1.036], [-3.538, -1.545, 0.707], [-0.418, -4.158, 1.870]], "atomic_forces_ev_per_a": [[-0.28, 1.47, -2.08], [0.09, -0.01, -0.16], [0.99, 1.42, 1.81], [-0.52, 0.42, -0.63], [0.84, -0.48, 4.05], [-0.92, -2.59, -1.30], [0.34, -1.87, 0.79], [-0.35, 0.28, -1.55], [1.41, 1.50, 2.08], [-0.70, 1.11, -2.10], [-0.99, -2.77, -1.06], [-0.29, 1.03, -1.30], [1.32, -3.88, 2.93], [0.32, -1.15, 1.00], [-0.26, -0.11, 1.04], [-0.13, -1.23, -1.28], [-0.11, 0.02, -0.48], [-0.42, 0.67, -0.18], [-0.31, 0.69, -2.44], [0.31, -0.06, -0.03], [-0.55, 0.04, 0.56], [0.04, 0.15, 0.24], [-0.32, 2.32, -0.14], [0.43, 0.89, 0.76], [0.37, -0.17, 0.56], [-0.30, 2.30, -1.11]], "mulliken_charge": [-0.6938, 0.1266, -0.3382, 0.8120, -1.1599, -0.1921, 0.3797, -0.3539, -0.2575, -0.0637, -0.7322, 0.3384, -0.0218, 0.3282, 0.2297, 0.3681, 0.3240, 0.3920, 0.3512, 0.2427, 0.2617, 0.2428, 0.2356, 0.3138, 0.4432, 0.4230], "fmax_ev_per_a": 5.043, "e_homo_ha": -0.6097, "lumo_ev": -7.38, "charge": 2, "e_above_lowest_ev": 4.622, "smiles": "C=C=C/C(C)=N/C(=[NH2+])NN(C)C#[NH+]"}


(3)
{"formula": "C33H44BInN9O2S", "method": "ωB97M-V with the def2-TZVPD basis set", "species": ["In", "C", "C", "C", "C", "N", "N", "B", "N", "N", "C", "C", "C", "C", "C", "C", "C", "C", "N", "N", "C", "C", "C", "C", "C", "C", "C", "C", "C", "C", "C", "C", "H", "H", "H", "H", "H", "H", "H", "H", "H", "H", "H", "H", "H", "H", "H", "H", "H", "H", "H", "H", "H", "H", "H", "H", "H", "H", "H", "H", "H", "H", "H", "H", "H", "H", "H", "H", "H", "H", "H", "H", "O", "C", "O", "C", "C", "C", "C", "C", "C", "S", "H", "H", "H", "H", "N", "C", "N", "C", "N"], "xyz": [[0.802, -0.402, -0.239], [-3.548, -3.085, 1.311], [-2.596, -2.668, 0.242], [-2.227, -3.378, -0.882], [-1.278, -2.596, -1.537], [-1.094, -1.456, -0.853], [-1.917, -1.509, 0.240], [-2.126, -0.352, 1.248], [-1.036, -0.370, 2.348], [0.286, -0.190, 2.075], [0.937, -0.227, 3.247], [0.012, -0.451, 4.274], [-1.222, -0.530, 3.667], [-2.548, -0.759, 4.314], [2.423, -0.011, 3.467], [2.837, -0.697, 4.776], [3.269, -0.594, 2.338], [2.707, 1.490, 3.607], [-2.181, 1.009, 0.546], [-1.383, 1.324, -0.507], [-1.763, 2.524, -0.926], [-2.815, 3.004, -0.121], [-3.062, 2.006, 0.792], [-4.061, 1.981, 1.900], [-1.173, 3.238, -2.121], [-0.342, 4.438, -1.651], [-0.305, 2.304, -2.956], [-2.328, 3.750, -2.994], [-0.577, -2.942, -2.832], [-0.603, -1.735, -3.775], [0.865, -3.402, -2.576], [-1.326, -4.099, -3.505], [-3.929, -4.076, 1.077], [-3.037, -3.153, 2.272], [-4.379, -2.387, 1.410], [-2.587, -4.353, -1.156], [-3.169, -0.541, 1.796], [0.206, -0.543, 5.327], [-2.401, -0.867, 5.388], [-3.235, 0.070, 4.143], [-3.028, -1.664, 3.942], [2.614, -1.765, 4.754], [3.914, -0.574, 4.912], [2.343, -0.254, 5.642], [3.075, -1.658, 2.204], [3.101, -0.090, 1.390], [4.326, -0.463, 2.582], [2.092, 1.928, 4.397], [3.758, 1.638, 3.868], [2.502, 2.019, 2.677], [-3.339, 3.942, -0.199], [-4.661, 2.889, 1.864], [-4.728, 1.121, 1.829], [-3.569, 1.940, 2.874], [0.526, 4.103, -1.082], [0.003, 5.012, -2.515], [-0.936, 5.097, -1.014], [0.546, 1.938, -2.391], [-0.880, 1.442, -3.297], [0.073, 2.839, -3.833], [-2.943, 4.477, -2.460], [-1.928, 4.238, -3.886], [-2.972, 2.927, -3.311], [-0.047, -0.898, -3.365], [-0.148, -2.007, -4.731], [-1.632, -1.416, -3.960], [1.475, -2.615, -2.140], [0.880, -4.262, -1.903], [1.320, -3.696, -3.526], [-2.370, -3.841, -3.695], [-0.849, -4.324, -4.461], [-1.297, -5.003, -2.895], [3.242, -0.790, -0.828], [2.842, -0.097, -1.773], [1.675, -0.256, -2.284], [3.513, 1.201, -2.061], [4.482, 1.460, -3.009], [5.005, 2.741, -3.136], [4.541, 3.748, -2.303], [3.564, 3.488, -1.352], [3.026, 2.209, -1.206], [1.785, 1.941, 0.023], [4.830, 0.658, -3.648], [5.766, 2.949, -3.877], [4.939, 4.752, -2.392], [3.209, 4.284, -0.708], [-1.481, -5.812, 1.672], [-0.586, -5.083, 1.781], [0.455, -4.301, 2.005], [0.764, -3.380, 1.164], [1.109, -2.497, 0.485]], "atomic_forces_ev_per_a": [[-0.22, 0.13, 0.18], [0.00, 0.02, 0.00], [0.03, 0.05, 0.02], [0.05, -0.05, 0.02], [0.03, 0.05, -0.06], [0.00, -0.14, 0.08], [-0.11, -0.01, -0.06], [0.03, 0.05, 0.00], [0.02, -0.08, -0.04], [-0.08, 0.12, 0.01], [0.02, -0.04, -0.03], [-0.02, 0.09, 0.03], [0.01, -0.01, 0.01], [0.01, -0.01, 0.00], [0.02, -0.09, -0.06], [-0.01, -0.02, -0.02], [0.01, 0.01, 0.03], [-0.08, 0.05, 0.03], [-0.21, -0.08, -0.10], [0.08, 0.04, 0.10], [0.07, 0.00, 0.00], [-0.06, -0.01, -0.05], [0.16, 0.04, 0.08], [0.02, 0.00, 0.00], [-0.03, 0.00, -0.02], [0.03, 0.03, 0.03], [0.00, 0.02, -0.02], [-0.01, 0.02, 0.00], [-0.04, 0.02, -0.05], [-0.03, 0.02, -0.01], [0.01, 0.01, 0.00], [0.00, 0.00, 0.01], [0.01, 0.00, 0.01], [-0.01, -0.01, 0.00], [-0.01, 0.01, -0.01], [-0.01, 0.01, -0.01], [-0.02, 0.00, 0.04], [0.01, -0.01, 0.01], [0.00, 0.00, 0.00], [0.01, 0.00, -0.01], [0.00, -0.01, 0.00], [-0.02, 0.01, 0.00], [0.00, -0.01, 0.00], [0.00, 0.00, 0.00], [0.00, -0.03, -0.02], [0.01, 0.02, 0.02], [0.01, -0.02, -0.02], [0.01, -0.02, 0.01], [0.00, 0.02, -0.02], [0.01, -0.02, -0.03], [0.00, -0.01, -0.02], [0.00, 0.00, 0.00], [0.00, -0.01, 0.00], [-0.01, 0.00, 0.00], [-0.05, 0.00, -0.02], [0.01, 0.00, -0.01], [-0.01, 0.01, -0.02], [0.00, -0.02, -0.01], [-0.01, -0.05, -0.02], [-0.01, 0.00, 0.00], [0.00, -0.01, -0.01], [0.00, 0.00, 0.00], [0.01, -0.01, 0.00], [-0.03, 0.00, -0.05], [0.01, 0.01, 0.00], [-0.01, -0.03, -0.01], [0.00, -0.05, -0.03], [0.00, 0.01, -0.01], [0.00, 0.00, -0.01], [0.00, 0.00, 0.00], [0.00, 0.00, 0.00], [0.00, 0.00, -0.01], [0.23, -0.06, -0.15], [0.05, -0.11, 0.04], [-0.02, 0.03, 0.10], [-0.07, 0.03, 0.02], [0.00, 0.01, 0.00], [0.00, -0.01, 0.00], [0.01, 0.01, 0.00], [-0.02, 0.00, 0.02], [0.04, 0.02, -0.02], [0.07, -0.09, 0.07], [0.00, 0.00, 0.00], [0.00, 0.00, 0.00], [0.00, 0.00, 0.00], [0.00, 0.00, 0.00], [-0.02, 0.01, 0.01], [0.02, -0.05, 0.01], [0.07, -0.07, -0.10], [-0.25, 0.21, 0.19], [0.30, 0.07, -0.07]], "mulliken_charge": [1.9138, -1.4659, 0.1880, -0.6906, -0.3443, -0.2151, 0.7624, -0.9488, 0.7262, 0.3941, -1.1774, -1.0239, 0.4591, -1.2840, 3.0719, -2.1172, -1.7282, -1.5566, 0.1349, 0.4684, -0.4074, -1.2252, 0.4749, -1.4132, 3.0668, -1.6637, -2.3441, -1.9603, 3.0047, -1.1789, -1.6290, -2.4733, 0.4830, 0.1006, 0.2885, 0.4698, -0.2537, 0.4377, 0.4257, 0.1278, 0.1374, 0.4490, 0.4364, 0.3549, 0.2501, 0.3122, 0.5384, 0.3716, 0.4292, 0.1661, 0.4781, 0.4072, 0.2513, 0.1243, 0.2119, 0.4412, 0.3327, 0.4260, 0.2324, 0.5217, 0.3242, 0.4666, 0.3720, -0.0795, 0.4470, 0.3559, 0.0891, 0.2997, 0.5397, 0.4421, 0.4674, 0.4039, -0.6400, 0.2846, -0.6546, 0.4114, -0.3252, -0.5911, -0.6926, -0.8913, 0.5917, -0.4745, 0.4802, 0.3834, 0.3755, 0.4543, -0.6737, 0.6018, -0.8915, 0.8427, -0.4885], "fmax_ev_per_a": 0.375, "e_homo_ha": -0.1888, "lumo_ev": 2.48, "charge": -1, "e_above_lowest_ev": 0.445}


(4)
{"formula": "C23H37N2O3PdSi4", "method": "ωB97M-V with the def2-TZVPD basis set", "species": ["Pd", "O", "C", "C", "C", "C", "C", "C", "C", "O", "N", "N", "C", "C", "C", "C", "C", "C", "C", "O", "H", "H", "H", "H", "H", "H", "H", "H", "H", "H", "C", "Si", "C", "C", "Si", "Si", "C", "C", "C", "Si", "C", "C", "C", "H", "H", "H", "H", "H", "H", "H", "H", "H", "H", "H", "H", "H", "H", "H", "H", "H", "H", "H", "H", "H", "H", "H", "H", "H", "H", "H"], "xyz": [[1.206, -0.519, -0.064], [-2.226, 3.537, -1.321], [-3.002, 2.749, -2.115], [-4.087, 3.366, -2.726], [-4.883, 2.664, -3.609], [-4.593, 1.337, -3.917], [-3.518, 0.722, -3.314], [-2.728, 1.400, -2.378], [-1.633, 0.691, -1.713], [-1.369, 1.089, -0.444], [-0.996, -0.242, -2.318], [0.069, -0.846, -1.847], [0.524, -1.942, -2.535], [1.848, -2.433, -2.557], [2.112, -3.655, -3.185], [3.400, -4.151, -3.303], [4.514, -3.447, -2.793], [4.312, -2.248, -2.177], [3.003, -1.696, -2.028], [2.858, -0.547, -1.479], [-1.483, 3.028, -0.974], [-4.276, 4.407, -2.501], [-5.724, 3.160, -4.076], [-5.212, 0.794, -4.617], [-3.270, -0.307, -3.539], [-0.202, -2.413, -3.185], [1.277, -4.220, -3.580], [3.556, -5.098, -3.805], [5.510, -3.854, -2.891], [5.133, -1.651, -1.800], [0.276, -3.314, 0.808], [-0.922, -2.061, 1.526], [-0.755, -2.047, 3.379], [-2.688, -2.314, 0.996], [-0.569, 0.501, 0.922], [2.950, 0.315, 1.307], [2.313, 0.854, 2.983], [3.733, 1.763, 0.441], [4.004, -1.221, 1.468], [-1.326, 2.421, 2.138], [-1.162, 2.144, 3.978], [-0.206, 3.802, 1.538], [-3.132, 2.588, 1.711], [-0.267, -4.214, 0.506], [1.005, -3.596, 1.571], [0.824, -2.975, -0.068], [-1.001, -3.047, 3.752], [-1.434, -1.337, 3.854], [0.262, -1.814, 3.701], [-2.977, -3.353, 1.185], [-2.849, -2.104, -0.063], [-3.353, -1.669, 1.574], [1.768, 1.797, 2.900], [3.176, 1.022, 3.638], [1.665, 0.111, 3.454], [3.411, 2.703, 0.891], [3.480, 1.769, -0.618], [4.822, 1.701, 0.521], [3.828, -1.712, 2.427], [5.058, -0.930, 1.418], [3.825, -1.949, 0.675], [-0.132, 1.966, 4.292], [-1.772, 1.304, 4.318], [-1.514, 3.036, 4.506], [0.389, 4.185, 2.370], [-0.797, 4.631, 1.138], [0.483, 3.483, 0.753], [-3.728, 1.923, 2.340], [-3.344, 2.349, 0.670], [-3.465, 3.614, 1.890]], "atomic_forces_ev_per_a": [[-0.46, -0.39, -0.72], [0.03, 0.03, 0.00], [0.09, 0.00, -0.01], [-0.06, 0.06, 0.01], [0.07, 0.04, 0.04], [-0.07, -0.01, -0.07], [0.01, -0.07, 0.08], [-0.10, 0.01, -0.01], [0.06, -0.22, 0.24], [0.00, 0.20, -0.22], [0.03, 0.05, -0.60], [0.20, -0.10, 0.58], [-0.01, 0.07, -0.12], [-0.11, 0.17, 0.09], [0.06, -0.11, -0.01], [-0.09, 0.09, 0.01], [0.08, -0.09, 0.00], [-0.09, 0.19, -0.05], [0.11, -0.05, -0.17], [-0.02, -0.23, 0.49], [-0.13, 0.02, 0.00], [0.01, -0.01, -0.01], [0.00, -0.02, 0.01], [0.04, -0.01, 0.00], [-0.04, 0.00, 0.01], [-0.06, -0.02, 0.08], [0.05, -0.01, -0.05], [-0.01, 0.00, 0.03], [-0.03, -0.01, -0.04], [-0.01, -0.03, 0.03], [-0.02, -0.04, 0.07], [0.22, 0.53, -0.17], [-0.01, 0.17, 0.10], [-0.08, 0.12, -0.12], [0.01, -0.40, -0.05], [0.27, 0.73, 0.48], [-0.04, -0.02, -0.05], [0.00, -0.06, -0.09], [-0.15, -0.16, -0.08], [0.15, -0.37, 0.60], [0.07, 0.11, 0.09], [-0.07, 0.06, -0.16], [-0.07, -0.07, -0.16], [-0.01, 0.01, 0.04], [-0.02, 0.00, 0.01], [-0.02, -0.11, -0.12], [0.02, 0.02, -0.02], [0.01, -0.03, -0.01], [-0.02, -0.04, -0.02], [0.04, 0.02, -0.01], [0.02, -0.04, 0.01], [0.00, -0.01, -0.03], [0.02, -0.03, 0.01], [-0.05, -0.02, 0.00], [0.05, 0.03, 0.04], [-0.02, -0.03, -0.01], [0.06, 0.02, -0.01], [-0.03, 0.01, 0.00], [-0.02, 0.03, -0.01], [-0.03, 0.02, -0.02], [0.09, -0.02, 0.01], [-0.04, 0.01, -0.01], [0.00, 0.02, -0.04], [0.01, -0.05, -0.01], [0.00, -0.02, -0.01], [0.01, -0.02, 0.02], [0.00, 0.03, 0.02], [0.03, 0.02, 0.03], [0.00, 0.07, 0.04], [0.03, -0.02, 0.03]], "mulliken_charge": [-0.7452, -0.6587, 0.4828, -0.6792, -0.4207, -0.7570, -0.7471, 0.5513, 0.7665, -0.4383, -1.0876, 0.9564, -0.9062, 0.8955, -1.0842, -0.3762, -0.6786, -0.0976, 0.4885, -1.0656, 0.2904, 0.4619, 0.4063, 0.4127, 0.4563, 0.4391, 0.4242, 0.4298, 0.4280, 0.4960, -0.8262, 0.4258, -1.0591, -1.1254, 0.5467, 0.9683, -1.0184, -1.1650, -0.9824, 1.3590, -1.1698, -1.3334, -1.0438, 0.4070, 0.3465, 0.1071, 0.4283, 0.2797, 0.2754, 0.4424, 0.3209, 0.3090, 0.0322, 0.5514, 0.1653, 0.3327, 0.3200, 0.3937, 0.3590, 0.3834, 0.1978, 0.3053, 0.2846, 0.4075, 0.4127, 0.4764, 0.3391, 0.3559, 0.1649, 0.3818], "fmax_ev_per_a": 0.933, "e_homo_ha": [-0.3142, -0.3905], "s_squared": 6.036, "lumo_ev": [-2.71, -5.84], "multiplicity": 5, "charge": 1, "e_above_lowest_ev": 0.866}


(5)
{"formula": "C5H5N", "method": "ωB97M-V with the def2-TZVPD basis set", "species": ["C", "C", "C", "C", "C", "N", "H", "H", "H", "H", "H"], "xyz": [[1.658, -0.900, 0.079], [1.143, 0.038, 0.947], [0.041, 0.597, 1.049], [-1.171, 0.508, 0.396], [-1.610, 1.560, -0.497], [-1.973, 2.378, -1.232], [2.345, -0.579, -0.705], [0.304, -1.011, -0.691], [1.789, -1.928, 0.417], [-0.540, -0.614, -0.624], [-1.986, -0.050, 0.861]], "atomic_forces_ev_per_a": [[0.07, 0.04, 0.09], [-0.55, 0.09, -0.16], [0.34, -0.37, -0.28], [-0.01, 0.09, 0.14], [-0.29, 0.65, -0.60], [0.36, -0.80, 0.72], [-0.12, -0.08, 0.12], [-0.01, 0.07, 0.05], [-0.01, 0.19, -0.07], [0.08, 0.02, 0.11], [0.13, 0.10, -0.13]], "mulliken_charge": [-0.5361, -0.0960, 0.0920, -0.4544, 0.3900, -0.3739, 0.2987, -0.0560, 0.3068, 0.1090, 0.3199], "fmax_ev_per_a": 1.137, "e_homo_ha": -0.3777, "lumo_ev": -0.10, "e_above_lowest_ev": 5.810}


Copy entry 5 word for word.
{"formula": "C5H5N", "method": "ωB97M-V with the def2-TZVPD basis set", "species": ["C", "C", "C", "C", "C", "N", "H", "H", "H", "H", "H"], "xyz": [[1.658, -0.900, 0.079], [1.143, 0.038, 0.947], [0.041, 0.597, 1.049], [-1.171, 0.508, 0.396], [-1.610, 1.560, -0.497], [-1.973, 2.378, -1.232], [2.345, -0.579, -0.705], [0.304, -1.011, -0.691], [1.789, -1.928, 0.417], [-0.540, -0.614, -0.624], [-1.986, -0.050, 0.861]], "atomic_forces_ev_per_a": [[0.07, 0.04, 0.09], [-0.55, 0.09, -0.16], [0.34, -0.37, -0.28], [-0.01, 0.09, 0.14], [-0.29, 0.65, -0.60], [0.36, -0.80, 0.72], [-0.12, -0.08, 0.12], [-0.01, 0.07, 0.05], [-0.01, 0.19, -0.07], [0.08, 0.02, 0.11], [0.13, 0.10, -0.13]], "mulliken_charge": [-0.5361, -0.0960, 0.0920, -0.4544, 0.3900, -0.3739, 0.2987, -0.0560, 0.3068, 0.1090, 0.3199], "fmax_ev_per_a": 1.137, "e_homo_ha": -0.3777, "lumo_ev": -0.10, "e_above_lowest_ev": 5.810}